Entry 1:
The following is a DFT calculation (the ωB97M-V functional and the def2-TZVPD basis) of a 2-piece molecular cluster, C3H4FNO2S overall.

The geometry in XYZ format:
```
12
Properties=species:S:1:pos:R:3:nbo_charge:R:1
C -1.02 -0.36 0.12 0.876
C 2.43 0.36 -0.31 -0.032
C -2.34 0.09 0.62 -0.745
N 2.05 1.32 -0.84 0.205
O -0.55 -0.84 -0.86 -0.524
O 1.63 2.32 -1.32 -0.406
F -0.17 -0.41 1.19 -0.368
S 3.08 -1.17 0.12 0.070
H -2.25 0.30 1.72 0.254
H -2.61 1.00 0.15 0.254
H -3.10 -0.60 0.37 0.253
H 2.84 -2.01 -0.96 0.163
```

Output
- HOMO level (eV) = -8.95
- strongest force on any atom (hartree/bohr) = 0.047
- orbital gap (Ha) = 0.342
- E (a.u.) = -819.89393



Entry 2:
The following is a DFT calculation (the ωB97M-V functional and the def2-TZVPD basis) of the molecule C3H4FNO3.

The geometry in XYZ format:
```
12
Properties=species:S:1:pos:R:3:nbo_charge:R:1
C -1.00 -0.97 0.27 -0.297
C 0.02 -0.41 1.26 -0.118
C 0.64 0.06 -0.87 0.716
N 0.42 1.44 -1.04 0.429
O 0.50 2.02 0.02 -0.371
O 0.26 1.95 -2.11 -0.346
O 1.13 -0.27 0.39 -0.515
F 1.24 -0.46 -1.93 -0.280
H -0.89 -1.97 -0.01 0.185
H -2.04 -0.70 0.43 0.195
H -0.43 0.49 1.57 0.198
H 0.15 -1.17 2.04 0.205
```

Output
- HOMO level (spin up / spin down) (eV) = -9.66 / -9.67
- strongest force on any atom (hartree/bohr) = 0.110
- orbital gap (spin up / spin down) (Ha) = 0.304 / 0.303
- E (a.u.) = -496.81039



Entry 3:
The following is a DFT calculation (the ωB97M-V functional and the def2-TZVPD basis) of the molecule C3H4FNS.

The geometry in XYZ format:
```
10
Properties=species:S:1:pos:R:3:nbo_charge:R:1
C -0.19 0.51 -0.59 0.043
C 0.35 -0.44 0.39 0.284
C 0.79 -0.04 1.60 -0.399
H -1.66 0.50 -2.16 0.435
H -1.02 -1.18 -1.40 0.411
H 1.06 -0.87 2.25 0.209
H 0.77 1.04 2.05 0.265
N -0.83 -0.11 -1.57 -0.766
F 0.75 -1.55 -0.21 -0.321
S -0.01 2.15 -0.37 -0.161
```

Output
- SMILES string = C=C(F)C(N)=S
- HOMO level (eV) = -8.49
- strongest force on any atom (hartree/bohr) = 0.101
- orbital gap (Ha) = 0.309
- E (a.u.) = -669.45104